1.
{
  "formula": "C19H27BN2O6",
  "method": "the ωB97M-V functional and the def2-TZVPD basis",
  "homo_energy_ev": -9.1,
  "spin_multiplicity": 1,
  "fmax_ev_per_a": 0.8,
  "e_lumo_ha": 0.016,
  "total_energy_ev": -36085.7113,
  "orbital_gap_ev": 9.559,
  "elements": ["C", "C", "O", "B", "O", "N", "C", "N", "C", "O", "O", "C", "C", "O", "C", "O", "H", "H", "H", "H", "H", "H", "H", "H", "H", "H", "H", "H", "H", "H", "H", "C", "C", "C", "C", "C", "C", "H", "H", "H", "H", "H", "H", "C", "C", "C", "C", "C", "C", "H", "H", "H", "H", "H", "H"],
  "coordinates": [[4.564, -0.929, -0.435], [3.165, -0.872, 0.155], [2.268, -0.186, -0.725], [1.669, 0.962, -0.316], [2.351, 1.894, 0.451], [0.299, 1.186, -0.743], [-0.420, 2.404, -0.300], [-0.346, 3.527, -1.203], [-0.507, 0.035, -0.753], [-0.430, -0.900, -0.002], [-1.453, 0.141, -1.711], [-2.332, -0.976, -1.852], [-3.525, -0.861, -0.947], [-4.250, 0.326, -1.314], [-5.126, 0.795, -0.425], [-5.250, 0.417, 0.704], [4.683, -1.778, -1.106], [5.306, -1.033, 0.357], [4.770, -0.014, -0.989], [2.752, -1.871, 0.291], [3.181, -0.389, 1.133], [2.330, 2.800, 0.148], [-0.032, 2.689, 0.678], [-1.471, 2.152, -0.179], [0.579, 3.640, -1.598], [-0.993, 3.415, -1.973], [-1.802, -1.899, -1.616], [-2.626, -0.986, -2.898], [-3.230, -0.820, 0.099], [-4.178, -1.724, -1.092], [-5.724, 1.590, -0.885], [8.260, -0.686, -1.607], [8.685, -0.916, -0.305], [9.855, -1.625, -0.072], [10.599, -2.107, -1.140], [10.173, -1.879, -2.442], [9.004, -1.169, -2.675], [7.348, -0.132, -1.787], [8.104, -0.541, 0.527], [10.187, -1.803, 0.943], [11.512, -2.659, -0.959], [10.753, -2.256, -3.275], [8.671, -0.991, -3.690], [-7.573, 0.546, 2.924], [-8.325, 1.024, 3.989], [-9.697, 0.815, 4.028], [-10.321, 0.125, 2.998], [-9.571, -0.352, 1.932], [-8.199, -0.142, 1.894], [-6.505, 0.709, 2.890], [-7.839, 1.562, 4.794], [-10.279, 1.189, 4.860], [-11.391, -0.041, 3.026], [-10.058, -0.890, 1.128], [-7.615, -0.512, 1.063]],
  "atomic_forces_ev_per_a": [[0.0, -0.1, 0.0], [0.1, 0.1, -0.1], [-0.2, -0.2, 0.3], [0.0, 0.3, -0.2], [0.3, -0.3, -0.2], [0.0, -0.3, 0.8], [0.0, 0.0, -0.4], [-0.1, 0.1, 0.0], [-0.2, 0.1, -0.3], [0.1, 0.0, -0.1], [0.1, 0.0, -0.1], [0.0, -0.1, 0.0], [0.0, 0.0, 0.1], [-0.1, -0.1, -0.2], [0.0, 0.1, 0.0], [0.0, -0.1, 0.0], [0.0, 0.1, -0.1], [0.0, 0.0, 0.0], [0.0, 0.0, 0.1], [0.0, 0.0, 0.0], [0.0, 0.1, 0.0], [-0.2, 0.2, 0.2], [0.1, 0.0, 0.0], [0.0, 0.0, 0.1], [0.0, 0.0, 0.0], [0.1, -0.1, -0.1], [0.0, 0.0, 0.0], [0.0, 0.1, 0.0], [0.0, 0.1, 0.0], [0.0, 0.0, 0.0], [0.1, 0.1, 0.0], [0.0, 0.0, 0.0], [0.0, 0.0, 0.0], [0.0, 0.0, 0.0], [0.0, 0.0, 0.0], [0.0, 0.0, 0.0], [0.0, 0.0, 0.0], [0.0, 0.0, 0.0], [0.0, 0.0, 0.0], [0.0, 0.0, 0.0], [0.0, 0.0, 0.0], [0.0, 0.0, 0.0], [0.0, 0.0, 0.0], [-0.1, 0.0, 0.0], [0.0, 0.0, 0.0], [0.0, 0.0, 0.0], [0.0, 0.0, 0.0], [0.0, 0.0, 0.0], [-0.1, 0.0, 0.0], [0.0, 0.0, 0.0], [0.0, 0.0, 0.0], [0.0, 0.0, 0.0], [0.0, 0.0, 0.0], [0.0, 0.0, 0.0], [0.0, 0.0, 0.0]]
}

---

2.
{
  "formula": "C25H43CaCl4CsFN2O14PS",
  "method": "the ωB97M-V functional and the def2-TZVPD basis",
  "homo_energy_ev": -5.7,
  "spin_multiplicity": 1,
  "fmax_ev_per_a": 17.9,
  "e_lumo_ha": -0.130,
  "total_energy_ev": -150173.2390,
  "relative_energy_kcal_mol": 92.30,
  "orbital_gap_ev": 2.172,
  "elements": ["C", "C", "N", "C", "C", "C", "C", "O", "S", "O", "O", "C", "H", "H", "H", "H", "H", "H", "H", "H", "H", "H", "H", "H", "H", "C", "Cl", "Cl", "Cl", "H", "Ca", "C", "O", "H", "H", "H", "C", "C", "O", "C", "H", "H", "H", "H", "H", "H", "Cl", "C", "O", "P", "O", "O", "C", "O", "C", "H", "H", "H", "H", "H", "H", "H", "H", "H", "Cs", "N", "C", "C", "C", "C", "C", "H", "H", "H", "H", "H", "C", "C", "O", "O", "H", "H", "H", "C", "C", "O", "C", "O", "O", "F", "H", "H", "H"],
  "coordinates": [[3.056, 0.331, -1.609], [2.101, 0.207, -0.410], [2.338, 0.964, 0.578], [0.888, -0.763, -0.437], [-0.289, 0.008, -1.119], [-1.360, -0.880, -1.812], [-2.138, 0.060, -2.808], [-2.976, 1.019, -2.133], [-2.132, 2.005, -1.159], [-1.252, 2.912, -1.875], [-3.043, 2.725, -0.316], [-1.081, 0.936, -0.105], [3.897, -0.393, -1.565], [3.459, 1.386, -1.601], [2.522, 0.168, -2.620], [1.605, 0.778, 1.272], [0.600, -1.060, 0.591], [1.233, -1.665, -0.983], [0.161, 0.720, -1.861], [-0.957, -1.721, -2.413], [-2.084, -1.314, -1.082], [-1.424, 0.514, -3.530], [-2.823, -0.571, -3.417], [-1.725, 0.255, 0.495], [-0.409, 1.536, 0.535], [7.467, -0.403, -0.830], [7.402, -0.436, -2.612], [6.062, 0.467, -0.186], [7.532, -2.011, -0.172], [8.364, 0.129, -0.525], [3.563, 2.360, -3.064], [-5.728, 4.123, 0.579], [-7.053, 4.197, 0.689], [-5.289, 4.265, -0.434], [-5.137, 4.870, 1.181], [-5.246, 3.159, 0.888], [-4.430, 5.853, 5.119], [-5.434, 4.808, 5.554], [-5.357, 4.273, 6.647], [-6.526, 4.457, 4.584], [-3.697, 6.004, 5.917], [-3.909, 5.515, 4.228], [-4.938, 6.800, 4.927], [-6.098, 4.055, 3.659], [-7.125, 5.343, 4.368], [-7.169, 3.699, 5.028], [8.433, -0.805, 1.882], [3.194, -5.271, 3.912], [2.517, -4.761, 2.760], [3.121, -3.510, 1.997], [2.318, -3.055, 0.852], [4.604, -3.945, 1.633], [4.769, -5.006, 0.685], [3.348, -2.442, 3.145], [3.974, -1.203, 2.783], [3.412, -6.326, 3.748], [4.128, -4.745, 4.109], [2.539, -5.172, 4.777], [3.886, -5.124, 0.053], [4.958, -5.934, 1.222], [5.626, -4.780, 0.056], [4.247, -1.173, 1.728], [4.876, -1.080, 3.381], [3.288, -0.384, 2.998], [-3.467, 3.910, 4.834], [-11.584, 4.665, -2.605], [-10.544, 3.824, -2.581], [-9.515, 3.892, -1.655], [-9.560, 4.890, -0.696], [-10.628, 5.775, -0.702], [-11.608, 5.619, -1.671], [-10.550, 3.060, -3.353], [-8.699, 3.183, -1.680], [-8.768, 4.974, 0.046], [-10.700, 6.570, 0.030], [-12.464, 6.285, -1.712], [3.153, 2.610, -8.324], [3.422, 2.677, -6.825], [3.637, 1.582, -6.245], [3.403, 3.816, -6.309], [3.188, 1.584, -8.688], [2.166, 3.021, -8.538], [3.901, 3.194, -8.859], [6.956, -9.905, 0.532], [5.969, -9.203, 1.421], [6.438, -7.868, 1.422], [7.062, -7.687, 0.217], [7.341, -6.632, -0.240], [7.314, -8.878, -0.391], [6.018, -9.683, 2.688], [7.845, -10.234, 1.074], [6.521, -10.760, 0.018], [4.938, -9.228, 1.060]],
  "atomic_forces_ev_per_a": [[-0.9, -0.2, -0.9], [-0.6, -0.5, 0.5], [-0.3, 0.2, -0.3], [0.7, 0.6, -0.6], [0.0, -0.1, 0.4], [-0.4, 1.0, -0.7], [0.1, -2.0, -0.6], [1.5, 0.6, 0.9], [-0.3, 2.9, 1.5], [0.2, -1.8, -0.6], [-0.1, -1.4, -0.3], [0.1, -1.7, -1.3], [-0.3, 0.5, 0.0], [-0.2, -2.6, 2.7], [0.4, 0.1, 1.2], [0.5, 0.1, 0.2], [0.5, 0.0, -0.6], [-0.7, 0.3, 0.3], [-0.4, -0.7, 0.2], [0.1, 0.5, 0.4], [0.6, 0.3, -0.4], [-0.5, 0.2, 0.6], [0.2, 0.6, 0.5], [0.3, 0.8, -0.2], [-0.6, 0.1, -0.5], [0.5, -0.8, 0.2], [-0.2, 0.2, -0.2], [-0.4, 0.5, 0.0], [-1.2, -1.2, -2.7], [-0.1, 0.0, 0.2], [0.6, 1.6, -4.5], [0.2, -0.4, -0.1], [0.0, 0.0, 0.4], [-0.1, 0.1, -0.2], [0.2, 0.6, 0.5], [-0.2, -0.3, 0.2], [-2.6, 6.7, 0.3], [-4.4, 1.1, 1.8], [-0.3, 0.8, -0.1], [0.1, -0.1, 0.2], [-0.2, 0.5, -0.1], [-2.2, 5.5, -0.9], [-0.2, 0.1, 0.2], [-0.3, 0.3, -0.4], [0.2, 0.0, -0.3], [0.1, 0.0, 0.0], [1.0, 1.6, 2.4], [0.2, -0.2, 0.3], [-0.3, 0.5, -0.2], [0.6, -0.1, 0.1], [-0.1, -0.1, 0.1], [-0.4, 0.4, 0.1], [0.1, -0.2, -0.3], [-0.2, -0.4, -0.3], [0.3, 0.4, 0.1], [0.0, 0.0, -0.1], [0.0, 0.0, -0.1], [0.0, 0.0, -0.1], [0.0, 0.1, 0.0], [0.0, 0.1, 0.0], [0.0, 0.1, 0.1], [0.0, -0.1, 0.1], [0.0, -0.1, -0.1], [-0.1, -0.1, 0.0], [9.7, -14.9, -1.5], [0.1, 0.0, 0.1], [-0.2, 0.1, 0.0], [-0.1, 0.0, -0.2], [0.1, 0.3, 0.5], [-0.1, -0.2, -0.3], [-0.1, -0.1, -0.1], [0.0, 0.0, 0.0], [0.0, 0.1, 0.1], [0.2, -0.2, -0.2], [0.0, 0.0, 0.0], [0.0, 0.0, 0.0], [0.1, -0.3, -0.2], [-0.1, 0.5, -0.4], [-0.1, -0.3, 1.7], [0.0, -0.3, 1.1], [0.0, 0.0, 0.1], [0.1, 0.1, 0.0], [-0.1, 0.1, 0.1], [0.1, -0.6, -0.4], [0.2, 0.0, 0.6], [-0.2, -0.3, -0.5], [0.5, 0.5, -0.4], [0.0, -0.2, 0.1], [-0.3, 0.2, 0.4], [-0.2, 0.0, 0.0], [-0.1, 0.1, 0.2], [0.0, 0.2, -0.2], [0.0, 0.0, 0.2]]
}

---

3.
{
  "formula": "C25H62Cl2P2PdSi2",
  "method": "the ωB97M-V functional and the def2-TZVPD basis",
  "homo_energy_ev": [-5.9, -8.5],
  "spin_multiplicity": 5,
  "fmax_ev_per_a": 5.0,
  "e_lumo_ha": [0.025, -0.106],
  "total_energy_ev": -89782.7800,
  "orbital_gap_ev": [6.557, 5.568],
  "elements": ["Pd", "Cl", "P", "C", "C", "C", "C", "H", "C", "H", "H", "H", "H", "H", "H", "H", "C", "C", "H", "H", "H", "H", "H", "H", "C", "H", "C", "H", "H", "H", "H", "H", "H", "Cl", "H", "P", "C", "C", "C", "C", "H", "C", "H", "H", "H", "H", "H", "H", "H", "C", "C", "H", "H", "H", "H", "H", "H", "C", "H", "C", "H", "H", "H", "H", "H", "H", "C", "Si", "C", "C", "C", "Si", "C", "C", "C", "H", "H", "H", "H", "H", "H", "H", "H", "H", "H", "H", "H", "H", "H", "H", "H", "H", "H", "H"],
  "coordinates": [[-1.094, 0.325, -0.824], [-0.625, 0.276, -3.231], [-1.427, -2.017, -1.035], [-0.137, -2.867, -2.123], [-1.489, -3.097, 0.485], [-3.003, -2.275, -2.017], [1.265, -2.285, -2.004], [-0.495, -2.630, -3.126], [-0.073, -4.384, -1.972], [0.508, -4.674, -1.099], [0.431, -4.805, -2.842], [-1.043, -4.863, -1.898], [1.368, -1.376, -2.583], [1.985, -3.009, -2.387], [1.536, -2.068, -0.973], [-2.721, -1.770, -2.944], [-4.210, -1.538, -1.447], [-3.366, -3.715, -2.346], [-2.727, -4.141, -3.113], [-4.389, -3.753, -2.721], [-3.324, -4.358, -1.467], [-3.926, -0.765, -0.739], [-4.902, -2.214, -0.952], [-4.754, -1.057, -2.260], [-0.220, -2.915, 1.311], [-1.496, -4.117, 0.100], [-2.741, -2.918, 1.334], [0.655, -3.344, 0.831], [-0.340, -3.412, 2.274], [-0.021, -1.865, 1.495], [-2.982, -1.873, 1.491], [-2.575, -3.371, 2.313], [-3.602, -3.411, 0.894], [-1.529, 0.372, 1.454], [-2.552, 0.598, -1.494], [-0.688, 2.660, -0.987], [-1.559, 3.474, -2.454], [-1.099, 3.786, 0.442], [1.121, 2.886, -1.427], [-2.925, 2.885, -2.779], [-0.897, 3.218, -3.281], [-1.669, 4.994, -2.367], [-2.494, 5.300, -1.727], [-1.876, 5.390, -3.362], [-0.771, 5.484, -2.007], [-2.836, 1.924, -3.271], [-3.451, 3.560, -3.456], [-3.544, 2.761, -1.893], [1.140, 2.362, -2.385], [2.078, 2.156, -0.490], [1.589, 4.315, -1.653], [1.209, 4.739, -2.578], [2.678, 4.331, -1.718], [1.310, 4.974, -0.831], [1.561, 1.484, 0.189], [2.671, 2.848, 0.102], [2.772, 1.560, -1.081], [-2.572, 3.649, 0.810], [-0.940, 4.793, 0.058], [-0.198, 3.613, 1.658], [-3.219, 4.239, 0.166], [-2.724, 3.998, 1.832], [-2.895, 2.615, 0.755], [-0.160, 2.583, 1.997], [-0.588, 4.217, 2.479], [0.814, 3.952, 1.463], [2.612, 1.874, 2.631], [1.447, 0.375, 2.557], [2.363, -0.557, 3.969], [0.035, 0.688, 3.830], [1.141, -0.441, 0.571], [2.813, -1.715, 1.015], [4.416, -0.737, 1.251], [2.664, -3.079, 2.346], [3.622, -2.897, -0.237], [2.195, 2.789, 2.268], [3.544, 1.734, 2.067], [2.872, 2.096, 3.685], [2.541, 0.142, 4.813], [1.721, -1.338, 4.419], [3.362, -0.958, 3.746], [-0.491, -0.270, 4.024], [-0.723, 1.455, 3.616], [0.467, 1.034, 4.792], [1.916, -0.303, -0.214], [4.470, -0.119, 2.150], [5.263, -1.447, 1.347], [4.588, -0.107, 0.354], [3.655, -3.245, 2.814], [2.377, -4.048, 1.894], [1.904, -2.902, 3.112], [2.942, -3.741, -0.480], [3.941, -2.355, -1.149], [4.517, -3.365, 0.223]],
  "atomic_forces_ev_per_a": [[0.4, -0.1, 0.6], [0.4, 0.0, -0.6], [0.2, -1.6, -0.6], [-0.5, 0.1, 0.1], [0.0, 0.0, -0.3], [0.5, 0.0, 0.1], [-0.1, 0.0, -0.2], [-0.1, 0.0, -0.1], [0.0, -0.1, -0.1], [0.1, 0.0, 0.2], [0.1, 0.0, 0.0], [-0.1, 0.0, 0.0], [-0.1, 0.3, 0.0], [0.0, 0.0, 0.0], [-0.2, -0.2, -0.3], [0.1, 0.1, 0.0], [-0.1, 0.2, 0.2], [0.0, -0.2, -0.1], [0.1, -0.1, 0.0], [0.0, 0.0, 0.0], [0.0, -0.1, 0.1], [-0.1, 0.1, 0.0], [0.0, -0.2, 0.1], [-0.1, 0.0, 0.0], [-0.4, -0.3, 0.0], [0.0, -0.1, 0.0], [0.0, 0.0, 0.0], [0.0, -0.1, -0.2], [0.0, -0.1, 0.1], [-0.2, 0.0, 0.1], [-0.1, 0.2, 0.1], [0.0, 0.0, 0.0], [-0.2, 0.0, -0.2], [-1.2, 0.0, 0.1], [-1.1, 0.3, -0.2], [0.4, 1.4, -0.5], [0.3, -0.2, 0.3], [0.2, 0.1, -0.3], [-0.4, 0.2, -0.2], [-0.2, 0.0, 0.0], [0.1, 0.0, 0.0], [0.1, 0.1, 0.0], [-0.1, 0.0, 0.1], [0.0, 0.0, -0.1], [0.1, 0.0, 0.0], [0.0, -0.2, 0.0], [0.0, 0.1, -0.1], [-0.1, 0.0, 0.1], [-0.1, 0.0, -0.1], [0.0, 0.2, 0.0], [0.1, 0.2, -0.1], [-0.1, 0.1, -0.1], [0.1, 0.0, 0.0], [0.0, 0.1, 0.1], [0.1, 0.4, -0.2], [0.0, 0.2, 0.0], [0.1, -0.1, 0.0], [-0.1, -0.1, 0.0], [0.1, 0.1, 0.0], [0.0, 0.0, -0.2], [0.0, 0.1, -0.2], [-0.1, 0.0, 0.0], [-0.1, -0.2, 0.1], [0.0, 0.0, 0.0], [0.0, 0.0, 0.1], [0.1, 0.0, -0.1], [0.4, 0.3, -0.3], [0.1, 0.2, 1.2], [0.5, -1.0, 0.3], [-0.9, 0.5, 0.0], [3.7, -0.7, 3.3], [1.1, -1.2, 0.8], [0.3, 0.6, 0.4], [-0.5, -0.3, 0.4], [-0.4, -0.3, -0.9], [-0.3, 0.4, -0.3], [-0.2, -0.1, 0.2], [-0.2, -0.5, -0.4], [-0.3, 0.1, -0.8], [0.5, 0.2, -0.3], [-0.4, -0.2, 0.1], [0.2, 0.5, -0.1], [0.2, -0.5, -0.1], [0.3, -0.4, -0.6], [-1.0, 0.5, -0.5], [0.0, 0.1, -0.3], [-0.6, 0.2, -0.3], [0.0, -0.2, 0.5], [-0.5, 0.3, -0.1], [0.2, 0.5, -0.1], [0.4, 0.0, 0.0], [0.5, 0.5, -0.2], [-0.2, -0.6, 0.2], [-0.5, 0.5, 0.0]]
}

---

4.
{
  "formula": "C3H3ClNO",
  "method": "the ωB97M-V functional and the def2-TZVPD basis",
  "homo_energy_ev": [-13.9, -13.9],
  "spin_multiplicity": 1,
  "fmax_ev_per_a": 1.5,
  "e_lumo_ha": [-0.267, -0.267],
  "charge": 1,
  "total_energy_ev": -19206.3305,
  "relative_energy_kcal_mol": 70.62,
  "orbital_gap_ev": [6.662, 6.664],
  "elements": ["C", "C", "C", "N", "O", "Cl", "H", "H", "H"],
  "coordinates": [[0.169, -0.870, -0.295], [1.448, -0.882, -0.255], [-0.778, 0.226, 0.109], [-0.005, 1.438, 0.420], [-0.618, 2.442, 0.547], [3.006, -0.941, -0.210], [-0.352, -1.755, -0.675], [-1.542, 0.406, -0.661], [-1.329, -0.063, 1.019]],
  "atomic_forces_ev_per_a": [[-0.2, 0.0, -0.1], [-0.7, 0.4, 0.1], [-1.2, -0.1, 0.1], [1.3, 0.8, 0.2], [-0.2, -0.8, -0.2], [0.2, -0.1, 0.0], [0.4, -0.2, 0.0], [0.2, 0.0, 0.0], [0.2, 0.0, -0.2]]
}

---

- Which formula does entry 2 have?
  C25H43CaCl4CsFN2O14PS

---

- What is the formula in the fourth record?
  C3H3ClNO